Computed, not measured: 8 unconnected molecules or ions with the total composition C28H77ClN7O11, with ωB97M-V/def2-TZVPD.

spin multiplicity = 2
LUMO energy (alpha / beta) = 3.7286 / 3.6476 eV
calculated total energy = -75745.8501 eV
strongest force on any atom = 0.0667 Eh/bohr
gap between HOMO and LUMO (alpha / beta) = 0.0369 / 0.2816 hartree
energy relative to the best compared isomer or geometry (same formula, charge and spin) = 126.30 kJ/mol
charge = -2

Geometry as XYZ:
```
124
Properties=species:S:1:pos:R:3:forces:R:3:mulliken_charge:R:1
Cl 0.111 -0.522 0.082 0.95 0.05 -1.53 1.490
O 0.160 -1.823 0.627 0.12 -1.46 1.92 -0.308
O 0.099 0.513 1.081 0.19 0.16 0.75 -0.527
O 1.223 -0.370 -0.798 1.98 0.66 -0.02 -0.867
O -1.010 -0.434 -0.748 -3.25 0.60 -0.91 -0.718
C -1.940 -4.592 4.637 -0.24 -0.33 -0.78 -1.750
C -0.526 -4.963 4.166 -1.68 0.46 -0.76 -0.262
C -0.336 -4.711 2.657 0.92 0.41 0.34 -0.217
O -1.255 -5.313 1.794 -1.51 -1.30 -0.52 0.205
C -1.296 -6.733 1.811 0.34 -0.55 0.64 -1.611
N 0.429 -4.261 4.947 1.88 -0.35 0.89 -0.375
H -2.193 -3.548 4.454 0.31 0.20 -0.08 -0.458
H -2.050 -4.749 5.710 -0.05 -0.22 -0.02 1.098
H -2.669 -5.161 4.059 -0.34 -0.21 0.24 0.556
H -0.399 -6.038 4.297 0.21 -0.07 0.32 0.289
H 0.655 -5.006 2.314 0.48 -0.27 0.40 0.329
H -0.363 -3.643 2.437 -0.33 0.18 0.06 -0.184
H -1.758 -7.163 2.700 0.38 0.39 0.79 0.371
H -0.299 -7.154 1.679 0.33 0.04 0.25 0.398
H -1.903 -7.286 1.094 -0.24 1.30 -1.02 0.247
H 0.373 -4.636 5.884 0.29 -0.29 0.23 0.425
H 0.315 -3.273 5.120 -0.47 0.30 -0.80 0.233
C -3.562 -2.165 1.713 -0.64 0.68 1.44 -1.370
C -3.854 -3.395 0.953 0.19 -1.92 -2.63 1.169
C -5.172 -3.310 0.126 0.56 2.48 0.75 -1.300
O -5.399 -4.300 -0.784 -1.71 -2.19 -1.70 -0.221
C -6.763 -4.321 -1.309 0.93 0.70 0.83 -0.878
N -2.726 -3.675 -0.002 -0.37 0.67 0.51 -0.680
H -3.360 -1.260 1.139 -0.03 -0.22 -0.47 0.239
H -2.704 -2.318 2.367 0.02 -0.04 0.03 0.129
H -4.423 -1.953 2.346 -0.04 0.29 0.36 0.660
H -3.970 -4.285 1.572 0.18 0.08 0.44 0.117
H -5.123 -2.366 -0.416 0.15 0.57 -0.21 0.300
H -6.033 -3.168 0.780 -0.22 -0.27 0.56 0.417
H -7.009 -5.269 -1.789 0.37 -0.16 0.43 0.265
H -7.019 -3.553 -2.039 0.82 0.39 -0.44 0.303
H -7.460 -4.051 -0.516 -0.16 -0.61 0.44 0.340
H -2.253 -2.784 -0.041 0.07 0.56 -0.86 0.150
H -1.996 -4.160 0.499 -0.25 -0.78 0.18 0.439
C 2.117 3.616 1.983 -0.26 1.34 -0.26 -1.872
C 1.887 4.054 0.529 0.22 0.57 -0.86 1.656
C 2.897 5.135 -0.009 0.16 -0.10 0.14 -1.256
O 2.692 5.679 -1.322 0.19 -0.27 -0.33 -0.094
C 3.792 6.513 -1.787 -1.72 -1.04 0.46 -0.900
N 1.851 2.887 -0.325 1.11 -0.94 0.22 -0.419
H 1.339 2.902 2.252 0.23 -0.29 -0.13 0.269
H 1.935 4.464 2.643 0.33 0.15 0.27 0.708
H 3.120 3.215 2.130 -0.09 -0.09 0.07 0.358
H 0.883 4.471 0.441 -0.10 0.37 0.21 -0.420
H 3.898 4.704 -0.007 0.27 -0.29 0.23 0.416
H 2.904 5.984 0.674 -0.01 0.10 0.45 0.414
H 3.839 7.354 -1.095 0.58 0.22 -0.13 0.334
H 3.526 6.830 -2.795 -0.23 0.19 0.17 0.224
H 4.720 5.954 -1.908 0.19 -0.07 0.52 0.303
H 2.780 2.505 -0.435 0.94 0.57 -0.84 0.422
H 1.604 2.112 0.273 -1.34 -0.38 0.23 -0.301
C 3.129 0.684 3.564 0.07 -0.46 0.36 -0.996
C 2.524 -0.594 4.155 -1.15 1.48 0.99 0.235
C 1.069 -0.303 4.575 0.31 0.55 0.65 -0.423
O 0.509 -1.369 5.354 1.62 -0.38 -1.22 1.201
C -0.670 -1.029 5.975 -0.98 0.91 0.38 -2.732
N 2.514 -1.624 3.180 0.42 -0.78 -0.20 -0.335
H 2.632 0.911 2.620 0.00 0.01 -0.03 -0.275
H 4.190 0.530 3.367 0.02 0.03 -0.10 0.364
H 3.017 1.537 4.233 -0.02 0.03 0.02 0.636
H 3.022 -0.922 5.067 0.37 0.00 -0.04 0.345
H 0.459 -0.080 3.700 -0.20 -0.30 -0.30 0.103
H 1.072 0.625 5.146 -0.13 0.11 0.52 0.394
H -1.304 -1.880 6.223 0.37 -0.36 0.00 -0.065
H -1.266 -0.405 5.309 -0.27 0.25 0.04 0.513
H -0.435 -0.483 6.889 -0.28 0.20 0.24 0.679
H 2.000 -2.358 3.647 -0.11 -0.82 -0.40 0.208
H 1.896 -1.250 2.474 -0.31 -0.44 -0.65 -0.189
C 3.204 -3.398 0.140 0.67 0.72 -0.89 -1.033
C 4.355 -2.345 -0.016 0.24 0.07 -0.03 0.641
C 4.816 -2.261 -1.536 -1.91 0.85 2.72 -0.854
O 5.453 -3.431 -1.844 2.56 -1.96 -0.70 -0.357
C 6.845 -3.399 -1.446 -0.48 0.54 -0.09 -0.714
N 4.032 -1.018 0.544 -0.32 -0.55 -0.71 -0.697
H 2.539 -3.264 -0.713 -0.38 0.15 0.11 0.263
H 2.634 -3.242 1.057 0.21 -0.19 -0.01 0.083
H 3.577 -4.415 0.025 0.11 -0.06 0.37 0.423
H 5.209 -2.663 0.581 0.21 -0.31 -0.13 0.212
H 5.405 -1.360 -1.713 0.21 0.08 -0.03 0.357
H 3.874 -2.203 -2.081 0.18 0.02 -0.48 0.325
H 7.460 -4.264 -1.694 -0.81 -0.44 -0.52 0.289
H 6.987 -3.292 -0.371 -0.33 0.24 0.16 0.285
H 7.313 -2.547 -1.940 0.13 0.22 0.02 0.293
H 3.871 -1.172 1.529 0.28 -0.08 0.44 0.320
H 3.081 -0.873 0.235 -0.41 0.74 -0.44 0.161
C -1.942 3.243 0.062 -0.04 1.68 -0.10 -1.306
C -1.635 3.502 -1.421 -0.34 0.66 0.79 1.028
C -1.420 4.975 -1.778 2.17 -1.10 0.55 -1.031
O -1.174 5.020 -3.186 -1.02 1.78 0.06 -0.109
C -1.325 6.372 -3.610 -0.17 -0.26 -0.10 -1.024
N -0.564 2.606 -1.830 -1.42 -0.51 -0.52 -0.222
H -2.316 2.245 0.290 -0.07 0.13 -0.20 0.181
H -2.621 4.045 0.353 -0.67 -0.26 0.49 0.588
H -1.064 3.433 0.679 0.26 -0.26 -0.05 0.040
H -2.572 3.380 -1.964 -0.02 -1.16 -0.41 0.337
H -0.508 5.304 -1.280 0.48 0.26 0.10 0.044
H -2.175 5.650 -1.375 -0.72 -0.10 -0.54 0.432
H -2.334 6.752 -3.447 -0.40 -0.09 0.39 0.387
H -1.198 6.514 -4.683 0.47 -0.57 -0.11 0.246
H -0.653 7.057 -3.093 0.32 -0.02 0.13 0.332
H -1.038 1.756 -1.561 0.08 -1.16 -0.84 0.073
H 0.150 2.535 -1.120 0.59 1.02 -0.09 0.024
C -2.070 4.200 -7.732 -1.66 -1.05 0.22 -1.641
C -1.779 3.709 -6.299 1.06 1.93 -0.05 0.805
C -2.149 2.271 -6.016 -0.19 0.36 1.09 -0.983
O -1.931 1.977 -4.637 -0.16 0.21 -1.04 -0.023
C -2.597 0.806 -4.239 0.07 0.13 1.02 -0.574
N -0.370 3.930 -6.058 0.90 -0.68 -0.20 -0.606
H -3.146 4.044 -7.806 -0.29 -0.06 -0.86 0.395
H -1.538 3.609 -8.478 -0.10 -0.34 0.00 0.356
H -1.907 5.235 -8.033 0.32 0.20 0.85 0.403
H -2.228 4.390 -5.576 -0.82 -0.33 0.07 0.066
H -1.551 1.569 -6.597 -0.01 -0.08 -0.50 0.295
H -3.212 2.180 -6.240 -0.27 -0.40 -0.25 0.351
H -3.678 0.946 -4.258 -0.32 -0.04 -0.25 0.341
H -2.326 0.640 -3.197 0.09 -0.01 0.00 -0.086
H -2.329 -0.107 -4.770 0.17 0.05 -0.44 0.348
H 0.018 3.337 -6.778 1.05 -0.32 0.00 0.328
H -0.159 4.855 -6.405 0.17 0.37 0.22 0.261
```
Forces are in eV/Å.